(1)
Here is a structure of composition IZn at a distorted geometry from the Open Molecules 2025 dataset. Energies are from wB97M-V/def2-TZVPD.

Structure (XYZ):
```
2
Properties=species:S:1:pos:R:3:forces:R:3
Zn 13.833 -19.708 -1.247 2.0 0.2 -1.1
I 16.243 -19.510 -2.557 -2.0 -0.2 1.1
```
Positions in Å, forces in eV/Å.

The calculation puts the largest force on an atom at 2.23 eV Å⁻¹. The energy relative to the best compared isomer or geometry (same formula, charge and spin) comes out at 12.46 kcal per mole. The HOMO energy comes out at -15.0 eV. The total charge is +1. Its spin multiplicity is 1.

(2)
Here is a structure of composition IZn2 at a distorted geometry from the Open Molecules 2025 dataset. Energies are from wB97M-V/def2-TZVPD.

Structure (XYZ):
```
3
Properties=species:S:1:pos:R:3:forces:R:3
Zn -0.657 0.505 -1.081 -11.6 -1.3 -14.6
Zn 0.096 -1.314 0.711 -0.5 -6.4 2.2
I 0.562 0.809 0.371 12.1 7.7 12.4
```
Positions in Å, forces in eV/Å.

The calculation puts the largest force on an atom at 18.93 eV Å⁻¹. The energy relative to the best compared isomer or geometry (same formula, charge and spin) comes out at 132.67 kcal per mole. The HOMO energy comes out at -28.4 eV. The total charge is +3. Its spin multiplicity is 1.

(3)
Here is a cluster of 2 separate species, N2O3 in total at a distorted geometry from the Open Molecules 2025 dataset. Energies are from wB97M-V/def2-TZVPD.

Structure (XYZ):
```
5
Properties=species:S:1:pos:R:3:forces:R:3
N 1.262 -0.421 -0.016 -0.5 1.5 0.2
N -0.717 -0.098 0.033 2.5 -1.5 -0.2
O 1.745 0.608 0.009 -0.6 -1.1 -0.1
O -0.976 1.048 -0.120 -0.8 0.1 0.1
O -1.314 -1.137 0.094 -0.6 1.1 0.0
```
Positions in Å, forces in eV/Å.

The calculation puts the largest force on an atom at 2.95 eV Å⁻¹. The energy relative to the best compared isomer or geometry (same formula, charge and spin) comes out at 2.21 kcal per mole. The HOMO energy (alpha / beta) comes out at -9.3 / -9.3 eV. Its spin multiplicity is 1.

(4)
Here is a cluster of 2 separate species, N3O3 in total at a distorted geometry from the Open Molecules 2025 dataset. Energies are from wB97M-V/def2-TZVPD.

Structure (XYZ):
```
6
Properties=species:S:1:pos:R:3:forces:R:3
N 0.941 -1.145 0.486 0.3 0.0 0.0
N 1.263 -0.144 0.091 0.8 -3.1 1.1
N -1.248 -0.149 0.008 -0.6 -0.3 -0.1
O -2.466 -0.120 -0.318 1.9 1.4 0.4
O 2.014 0.671 -0.314 0.7 2.0 -0.8
O -0.504 0.887 0.046 -3.2 0.1 -0.7
```
Positions in Å, forces in eV/Å.

The calculation puts the largest force on an atom at 3.37 eV Å⁻¹. The energy relative to the best compared isomer or geometry (same formula, charge and spin) comes out at 58.84 kcal per mole. The HOMO energy comes out at -3.4 eV. The total charge is -1. Its spin multiplicity is 1.